[1]
75
Properties=species:S:1:pos:R:3:forces:R:3 method="wB97M-V/def2-TZVPD" homo_ev="-1.191 / -1.192" charge=-1 de_lowest_kj_mol=1337.0
La -0.1624 -0.0725 0.0228 -15.3 -5.5 5.9
N 0.3090 -2.9374 2.3755 0.6 -2.3 -0.6
N 0.2446 -2.1710 -1.2311 -0.2 -1.0 -2.4
C 0.7068 1.9527 -0.5516 2.8 0.7 3.7
C 1.8709 1.0506 -0.2114 -1.5 3.1 3.7
C 1.7125 0.5975 1.2153 -0.6 5.1 -1.8
C 2.6021 -0.2554 1.9443 2.0 -1.1 1.3
H 3.3503 -0.7254 1.3054 0.3 0.1 -0.2
H 2.0687 -1.0770 2.4711 0.5 0.8 -0.8
H 3.1250 0.3408 2.7051 0.3 -0.2 -0.2
C 0.4343 1.1909 1.7632 4.3 4.5 -2.0
C -0.0925 0.9965 3.0754 -0.8 0.5 3.0
H 0.3483 1.7117 3.7697 -0.2 0.9 0.3
H 0.1461 -0.0187 3.4723 -0.4 1.8 -0.7
H -1.1856 1.0834 3.1202 0.0 0.1 0.0
C -0.1757 2.0444 0.6627 6.1 1.9 2.0
C -1.3882 2.8250 0.7764 -1.2 0.5 0.0
H -2.1339 2.3518 1.4329 0.1 0.1 0.0
H -1.8644 2.9961 -0.2002 0.0 0.1 0.1
H -1.1327 3.8048 1.2043 -0.4 0.0 -0.1
C 2.9654 0.7054 -1.0945 1.2 -0.2 -0.9
H 3.8184 1.3770 -0.9012 0.0 -0.2 -0.2
H 2.6851 0.8214 -2.1504 0.1 0.0 0.1
H 3.3169 -0.3282 -0.9513 -0.1 0.2 0.0
C 0.5053 2.6546 -1.8010 -0.1 0.8 -1.1
H -0.5589 2.8342 -2.0185 0.2 0.0 0.0
H 0.9230 2.1141 -2.6622 -0.1 0.1 0.1
H 1.0058 3.6346 -1.7439 -0.2 0.1 -0.3
C -0.3662 -3.5832 3.3302 0.4 -0.2 -0.6
H 0.1017 -3.5994 4.3245 -0.2 -0.5 -0.5
C -1.5712 -4.2284 3.0904 -1.4 -0.2 -0.3
H -2.0760 -4.7658 3.9057 0.2 0.2 -0.4
C -2.1127 -4.1742 1.8075 -0.5 -0.4 1.0
H -3.0608 -4.6690 1.5734 0.3 0.1 0.1
C -1.4273 -3.4749 0.8128 0.5 0.7 -0.7
H -1.8341 -3.3937 -0.2001 0.1 -0.2 0.2
C -0.2146 -2.8454 1.1176 -0.6 -1.7 -0.2
C 0.5864 -2.1273 0.1821 2.5 -4.9 -1.8
H 1.6415 -2.0818 0.3444 0.6 -0.2 0.1
C -0.0511 -0.9597 -1.8154 3.0 -2.1 -4.0
C 0.2481 -3.1184 -2.2943 -0.2 0.6 1.1
H 0.4433 -4.1688 -2.1201 -0.1 0.2 -0.1
C -0.0373 -2.4104 -3.4047 -0.3 -1.2 -2.0
H -0.1539 -2.7337 -4.4402 0.0 0.0 0.5
N -0.2092 -1.0794 -3.0649 -0.6 -1.7 -3.7
C -0.4452 0.0130 -3.9663 0.1 0.3 -0.5
C 0.5707 0.3664 -4.8784 -0.5 0.3 0.0
C 0.3395 1.4524 -5.7407 -0.2 -0.1 0.2
H 1.1277 1.7442 -6.4435 -0.3 -0.1 0.2
C -0.8608 2.1779 -5.7105 0.1 -0.4 0.3
C -1.0983 3.3305 -6.6636 0.0 0.0 -0.1
H -1.6428 4.1506 -6.1715 0.2 -0.3 -0.1
H -1.7035 3.0084 -7.5268 0.2 0.1 0.3
H -0.1506 3.7295 -7.0535 -0.3 -0.1 0.1
C -1.8488 1.7961 -4.7893 0.3 -0.2 0.0
H -2.7914 2.3521 -4.7489 0.3 -0.2 0.0
C -1.6652 0.7189 -3.9075 0.5 0.0 -0.3
C -2.7306 0.3573 -2.9054 -0.2 0.0 0.3
H -2.8197 -0.7288 -2.7673 0.0 0.3 -0.1
H -3.7116 0.7570 -3.2131 0.4 -0.1 0.1
H -2.4908 0.7813 -1.9099 -0.1 -0.1 -0.4
C 1.8820 -0.3781 -4.9222 0.3 -0.1 0.0
H 1.8073 -1.3072 -5.5116 0.0 0.3 0.2
H 2.2220 -0.6643 -3.9146 -0.1 0.1 -0.3
H 2.6659 0.2433 -5.3887 -0.4 -0.2 0.2
C 2.0499 -0.2154 4.9911 0.4 -0.3 0.9
S 1.0972 -1.5947 4.2541 1.1 1.0 4.4
C -0.4732 -1.3531 5.2345 0.2 -0.2 0.2
O 0.2570 -1.0167 2.1397 -3.5 0.7 -2.7
H 2.0721 0.7490 4.4587 -0.2 -0.6 -0.2
H 3.0861 -0.5633 5.1110 -0.2 0.1 -0.1
H 1.6587 -0.0137 5.9880 0.1 0.1 0.2
H -1.3659 -1.4911 4.6065 0.5 0.0 -0.1
H -0.4946 -2.1035 6.0470 -0.1 0.4 -0.3
H -0.5355 -0.3403 5.6607 0.3 -0.3 -0.2

***

[2]
22
Properties=species:S:1:pos:R:3:forces:R:3 method="wB97M-V/def2-TZVPD" homo_ev="-7.496 / -7.599" charge=0 de_lowest_kj_mol=543.0
C -2.7689 0.1657 -0.0865 -0.9 1.4 -1.3
C -0.8374 -0.7782 1.0686 0.5 -0.3 0.4
C 0.0841 0.9455 -0.6007 -1.2 1.4 -2.1
C 0.1910 -0.4293 -0.1151 -1.3 -0.3 1.5
C 0.5378 2.1630 0.1654 -1.5 1.5 -3.6
C 1.4729 -0.6993 0.5197 3.7 -1.4 1.6
C 0.0654 -1.4022 -1.2438 -2.8 1.1 -0.8
N -3.9127 0.5387 -0.4283 1.8 -0.3 0.5
O -2.2180 -0.6622 0.7629 -1.0 -0.6 0.7
H -0.6842 -1.8523 1.2146 -0.2 0.0 0.0
H -0.6704 -0.3550 2.1337 0.0 0.1 -2.0
H -0.1805 1.0940 -1.7221 0.5 -0.3 2.1
H 0.6200 1.9400 1.1894 0.9 0.2 1.3
H -0.2304 3.0133 0.0283 0.7 -1.4 0.5
H 1.3661 2.6444 -0.4631 -0.2 -0.8 1.6
H 1.6530 -0.0491 1.4251 0.2 -0.7 -1.0
H 2.2998 -0.5754 -0.2537 -0.8 0.1 1.2
H 1.5691 -1.8196 0.8727 -0.3 2.1 -0.6
H -0.9157 -1.1544 -1.6666 -0.3 -0.6 -0.2
H 0.0933 -2.4393 -1.0394 0.2 -1.0 0.6
H 0.6877 -1.1521 -2.0541 1.4 0.2 -0.8
H -4.8326 0.4180 -0.0033 0.5 -0.4 0.3

***

[3]
118
Properties=species:S:1:pos:R:3:forces:R:3 method="wB97M-V/def2-TZVPD" homo_ev=6.558 charge=-7
K 0.6642 0.1561 -4.1075 0.2 0.0 0.9
K -4.7623 0.3055 -3.1775 0.6 -0.3 1.1
K 4.2865 0.5482 -1.1341 -0.6 0.0 0.4
K 1.1047 3.5227 -2.1071 0.2 0.0 0.7
K -2.4658 0.1673 3.0848 0.1 -0.2 0.5
K -3.4875 2.4143 -0.2475 0.6 -0.5 1.1
C -5.5318 4.0411 2.4054 -0.1 1.2 -0.4
C -5.0413 2.8096 3.1098 -0.2 -1.1 1.3
O -4.7861 1.8123 2.4270 0.7 -1.0 -2.7
O -4.9508 2.7853 4.3393 -0.5 1.4 1.2
H -4.7479 4.7970 2.4530 -0.1 0.1 0.1
H -6.4323 4.4485 2.8649 0.0 0.1 0.2
H -5.7553 3.8875 1.3497 0.0 -0.3 -0.2
C 3.5724 2.0205 -5.6973 0.2 -0.7 -2.0
C 3.5565 2.6581 -4.3837 2.0 3.3 2.2
O 3.1689 2.0186 -3.3939 -1.3 -1.7 0.6
O 4.0485 3.8316 -4.2532 -0.6 -0.9 -1.2
H 2.5591 1.9798 -6.0969 -0.2 -0.2 0.0
H 4.0111 1.0236 -5.6560 -0.3 -0.2 0.2
H 4.1707 2.5832 -6.4139 0.0 0.2 0.0
C 0.1043 -0.9268 -0.1782 -0.5 2.5 0.0
C -0.5290 0.5020 -0.2559 -0.9 1.0 1.1
O -0.4606 1.1058 -1.3935 -0.2 -0.3 -0.3
O -1.1269 1.0440 0.7615 1.2 -1.7 -2.4
H -0.6896 -1.5521 -0.5867 0.1 -0.5 0.6
H 0.4102 -1.0290 0.8630 -0.3 -0.8 -0.1
H 0.9467 -0.9693 -0.8686 0.0 -0.1 0.1
C 0.3942 4.6384 -6.0258 1.2 1.4 -2.1
C -0.3276 4.1454 -4.8390 0.4 2.2 1.3
O -0.7306 4.9551 -4.0005 -0.7 1.4 0.2
O -0.3212 2.9458 -4.6236 -0.2 -4.6 -0.4
H 0.1098 4.2162 -6.9896 -0.3 -0.5 0.0
H 1.4735 4.5000 -5.9612 0.1 -0.6 0.4
H 0.3609 5.7184 -6.1694 -0.6 0.2 0.3
C -2.6825 6.3898 1.6858 -0.7 -1.7 -0.7
C -1.9806 7.6831 1.5596 1.8 2.1 -0.2
O -2.1380 8.3114 0.4517 -0.3 -0.3 0.9
O -1.2114 8.0504 2.5052 -1.1 -0.2 -0.7
H -2.4984 5.8084 2.5892 -0.2 0.3 0.1
H -2.3757 5.7545 0.8549 0.7 -0.1 -0.1
H -3.7321 6.4632 1.4013 -0.4 0.4 0.6
C 2.2307 -4.5978 0.7156 0.1 -0.5 -0.9
C 3.7504 -4.5544 0.5295 0.7 -1.0 -0.9
O 4.3052 -5.3975 -0.2599 -0.9 0.5 0.8
O 4.3756 -3.6820 1.1610 0.4 1.0 0.5
H 2.0546 -5.2829 1.5448 -0.3 0.3 0.2
H 1.7888 -5.0382 -0.1782 0.0 -0.2 0.0
H 1.7504 -3.6267 0.8357 0.3 0.0 0.5
C -1.6091 -6.5796 0.1438 -0.6 -0.4 0.0
C -2.9114 -7.2591 -0.3676 -1.6 1.2 -0.1
O -2.8074 -8.0911 -1.2929 0.7 -1.1 -0.7
O -4.0372 -6.8649 0.0812 1.3 -0.2 0.2
H -1.5091 -6.7952 1.2075 0.1 0.3 0.1
H -1.6716 -5.5005 0.0030 -0.1 0.0 0.2
H -0.7257 -6.9286 -0.3909 -0.1 -0.2 0.0
C 1.8809 0.8775 2.9305 0.0 0.5 0.0
C 1.2009 1.1752 4.2455 0.2 1.0 1.0
O 1.8672 1.6948 5.1684 0.8 0.1 -0.1
O -0.0187 0.9546 4.3182 -1.6 -0.5 -0.5
H 2.8260 1.4204 2.9425 0.3 -0.8 -0.2
H 1.2957 1.2962 2.1118 -0.2 -0.1 -0.1
H 1.8887 -0.2087 2.8390 0.6 0.0 -0.3
C 1.8759 -2.6923 4.7840 -0.6 0.0 -0.1
C 2.2496 -2.7531 6.2509 -1.2 0.0 1.3
O 3.4395 -2.9480 6.5200 2.4 -0.3 0.1
O 1.3616 -2.7129 7.1568 -0.2 0.1 -0.8
H 2.7377 -2.7776 4.1222 0.0 0.0 0.1
H 1.2876 -1.8145 4.5165 0.0 0.1 0.2
H 1.2073 -3.5416 4.6432 0.0 0.0 -0.3
C 3.5351 4.1308 2.2020 0.2 -0.9 0.4
C 2.8651 3.8907 0.8558 1.7 -0.3 0.0
O 2.0474 4.7344 0.5356 -2.5 2.1 -0.5
O 3.1877 2.9628 0.0925 0.9 -1.9 -0.5
H 4.0118 5.1100 2.2471 -0.4 0.2 0.0
H 4.2997 3.4080 2.4867 0.0 -0.3 -0.3
H 2.7411 4.0062 2.9383 0.1 0.4 0.3
C -1.1482 -3.5307 2.9581 -0.2 -0.2 0.5
C -2.2643 -3.4299 4.0058 0.4 0.9 -1.2
O -2.9340 -4.4461 4.1622 -1.0 -1.7 0.7
O -2.4174 -2.3330 4.5695 -0.2 1.0 0.5
H -0.4553 -4.2247 3.4340 0.4 0.1 -0.4
H -0.6909 -2.5548 2.7949 0.2 -0.2 -0.1
H -1.5304 -4.0022 2.0527 0.0 0.1 -0.1
C -0.1198 -3.8954 -2.3598 -0.6 -0.3 -0.4
C 1.2299 -3.5079 -2.9873 0.9 -3.3 0.9
O 2.0411 -4.4006 -3.3767 -1.5 0.3 -0.2
O 1.5847 -2.3312 -2.9155 -0.2 3.5 -0.3
H -0.3941 -4.9337 -2.5462 0.2 0.0 0.0
H -0.9474 -3.2804 -2.7132 0.0 0.2 -0.5
H -0.2036 -3.7293 -1.2857 0.7 -0.1 0.1
C -4.0742 -2.8788 -0.4913 0.6 -0.8 0.1
C -4.3647 -1.5858 0.2784 -0.4 -4.6 3.7
O -4.4486 -0.5446 -0.3347 -0.3 4.7 -3.5
O -4.5614 -1.7715 1.5093 0.4 0.7 -1.5
H -3.2361 -3.4190 -0.0509 0.2 0.2 0.3
H -3.8080 -2.7821 -1.5439 -0.2 0.3 -0.4
H -4.8513 -3.6325 -0.3643 -0.3 0.2 -0.1
O -0.6695 3.7522 0.7381 -0.8 0.4 -0.4
H 0.2323 4.0719 0.7080 0.9 0.7 0.1
H -0.5849 2.8011 0.8041 -0.2 -1.0 0.1
O 4.7643 -0.5554 1.4592 0.4 0.7 -0.5
H 5.4168 -0.3953 2.1410 -0.1 0.1 0.2
H 4.4616 -1.4488 1.6218 -0.3 -1.0 -0.1
O 4.1658 -2.5324 -1.6792 0.6 1.1 -0.3
H 3.9945 -3.1540 -0.9717 0.3 -0.3 0.4
H 3.4445 -2.6643 -2.2944 -0.6 -0.2 -0.1
O -1.8452 -1.2733 -5.5219 0.2 0.0 0.0
H -2.7923 -1.3683 -5.4209 -0.1 -0.2 0.1
H -1.7397 -0.7564 -6.3206 0.0 0.2 -0.2
O -1.1642 3.4857 3.7386 -0.6 0.7 0.1
H -0.5188 2.7928 3.8783 0.3 -0.9 0.4
H -1.0803 3.7086 2.8115 0.1 0.2 -0.4
O -2.4819 1.7494 -3.2811 -1.9 -0.4 -0.4
H -2.0602 2.4421 -3.7898 0.8 0.5 -0.3
H -1.8076 1.4580 -2.6674 1.1 -0.3 1.2
O 3.3050 -2.0184 -4.9876 0.9 0.9 -1.4
H 3.1631 -2.4506 -4.1454 -0.6 -0.5 0.6
H 2.4417 -2.0094 -5.4012 -0.1 -0.3 0.2

***

[4]
48
Properties=species:S:1:pos:R:3:forces:R:3 method="wB97M-V/def2-TZVPD" homo_ev=-8.215 charge=0 smiles="CNC[C@@H](OC)[PH2]=S.O=C1C=C(O)C(=O)C=C1O.O=C1C=C(O)C(=O)C=C1O"
C 1.8806 1.3368 2.3462 0.2 0.4 0.9
N 0.5370 0.7662 1.9495 0.6 -0.2 -1.2
C -0.0577 1.4427 0.7348 0.7 0.9 -0.8
C -1.3764 2.3874 1.0566 0.3 -1.0 -1.7
O -2.6571 1.6641 1.0485 1.9 -0.3 1.4
C -2.7054 0.5929 2.0552 -1.2 -1.2 1.1
P -1.1338 3.5059 2.6281 0.2 1.6 -1.0
S -1.0377 5.3914 2.0152 0.0 -0.6 0.1
H 1.8784 2.4998 2.2090 0.1 -2.3 0.1
H 2.7622 0.8802 1.7213 -1.5 0.9 1.3
H 2.0104 1.1490 3.5179 0.0 0.2 -2.6
H 0.6782 -0.2455 1.7159 -0.3 1.4 0.4
H 0.7730 2.1936 0.3238 -1.8 -1.4 0.7
H -0.2774 0.6758 -0.1503 0.1 1.7 2.0
H -1.4327 3.1639 0.1515 -0.1 -1.5 2.2
H -2.6339 -0.4981 1.5760 0.2 2.5 0.8
H -1.9189 0.6906 2.9182 -1.3 -0.1 -1.9
H -3.7716 0.6341 2.5772 2.1 0.1 -1.2
H 0.1113 3.2653 3.3118 -1.0 -0.6 -0.2
H -2.2231 3.4092 3.5665 0.7 -0.8 -0.5
O 3.0120 3.0008 -0.4189 0.2 -0.5 -0.7
C 3.6790 2.3521 -1.2173 0.2 0.4 0.9
C 5.0512 1.9127 -0.9195 -0.4 0.2 0.1
C 5.7564 1.2220 -1.8174 1.7 -0.3 0.9
O 7.0455 0.8035 -1.5430 -1.7 0.2 -1.1
C 5.1858 0.8750 -3.1479 -0.1 -0.4 -1.1
O 5.8649 0.2551 -3.9594 -0.3 0.4 0.8
C 3.8054 1.2933 -3.4367 0.3 -0.2 -0.1
C 3.0988 1.9810 -2.5376 -1.7 0.3 -0.8
O 1.7998 2.3753 -2.8009 1.7 -0.2 1.1
H 5.4544 2.1737 0.0506 0.0 0.0 -0.1
H 7.3417 0.3261 -2.3485 -0.1 0.2 0.3
H 3.3968 1.0188 -4.4011 0.0 0.0 0.1
H 1.5058 2.8579 -1.9978 0.1 -0.1 -0.3
O -2.3515 -1.7923 -0.4490 -0.6 -0.5 0.0
C -2.9449 -2.8650 -0.4588 1.0 0.2 0.1
C -2.2474 -4.1497 -0.2925 0.0 0.4 0.0
C -2.9212 -5.3011 -0.3248 1.4 -1.4 0.3
O -2.2723 -6.5119 -0.1664 -1.6 1.3 -0.3
C -4.3950 -5.3290 -0.5327 -1.1 -0.4 -0.1
O -4.9841 -6.4038 -0.5761 0.7 0.7 0.1
C -5.0960 -4.0436 -0.6749 0.0 -0.4 0.0
C -4.4228 -2.8919 -0.6391 -1.4 1.4 -0.2
O -5.0752 -1.6797 -0.7695 1.6 -1.3 0.3
H -1.1756 -4.1149 -0.1444 -0.1 0.0 0.0
H -2.9753 -7.1948 -0.2298 0.3 0.3 0.0
H -6.1700 -4.0778 -0.8075 0.1 0.0 0.0
H -4.3715 -0.9972 -0.7121 -0.3 -0.2 0.0